(1)
{"formula": "C38H58AuGeN2O2SSi3", "method": "the ωB97M-V functional and the def2-TZVPD basis", "max_force_ev_per_a": 1.4, "energy_ha": -5221.62172, "multiplicity": 2, "lumo_energy_ha": [-0.2258, -0.2531], "total_charge": 2, "species": ["Au", "C", "N", "C", "C", "O", "H", "H", "H", "H", "H", "H", "H", "C", "Si", "C", "C", "Ge", "Si", "C", "C", "C", "Si", "C", "C", "C", "H", "H", "H", "H", "H", "H", "H", "H", "H", "H", "H", "H", "H", "H", "H", "H", "H", "H", "H", "H", "H", "H", "H", "H", "H", "H", "H", "C", "C", "C", "C", "C", "C", "N", "C", "C", "C", "C", "C", "C", "H", "H", "H", "H", "H", "H", "H", "H", "H", "H", "O", "S", "C", "C", "C", "C", "C", "C", "C", "C", "C", "C", "C", "C", "C", "C", "H", "H", "H", "H", "H", "H", "H", "H", "H", "H", "H", "H", "H", "H"], "positions_angstrom": [[-0.499, 0.014, 0.133], [5.198, -0.931, -0.545], [4.200, 0.052, -0.153], [4.563, 0.973, 0.908], [2.992, 0.069, -0.704], [2.073, 0.849, -0.423], [5.451, -1.573, 0.300], [6.103, -0.430, -0.888], [4.811, -1.549, -1.353], [5.568, 1.354, 0.727], [4.544, 0.467, 1.873], [3.852, 1.794, 0.927], [2.875, -0.687, -1.491], [-1.370, -2.634, -1.538], [-2.607, -1.243, -1.535], [-3.650, -1.082, -0.010], [-3.493, -1.258, -3.152], [-1.013, 1.174, -1.983], [-3.021, 2.530, -2.606], [-4.013, 2.506, -1.019], [-2.500, 4.259, -3.083], [-4.035, 1.877, -4.043], [0.618, 0.647, -3.734], [-0.382, 0.771, -5.318], [2.192, 1.651, -3.900], [1.085, -1.159, -3.440], [-1.923, -3.513, -1.181], [-0.504, -2.489, -0.903], [-1.025, -2.864, -2.545], [-3.778, -2.090, 0.401], [-4.641, -0.693, -0.239], [-3.190, -0.462, 0.754], [-3.584, -2.332, -3.361], [-2.959, -0.815, -3.991], [-4.485, -0.821, -3.091], [-3.387, 2.596, -0.129], [-4.603, 1.593, -0.937], [-4.712, 3.346, -1.012], [-1.639, 4.643, -2.545], [-3.357, 4.907, -2.875], [-2.298, 4.324, -4.154], [-4.858, 1.242, -3.722], [-3.444, 1.340, -4.784], [-4.482, 2.733, -4.556], [-0.937, 1.711, -5.370], [-1.097, -0.050, -5.412], [0.272, 0.728, -6.192], [2.069, 2.516, -4.552], [2.933, 0.996, -4.367], [2.607, 1.982, -2.951], [0.421, -1.829, -3.990], [1.054, -1.445, -2.388], [2.094, -1.345, -3.815], [-2.288, -3.493, 4.172], [-1.596, -2.539, 4.913], [-0.858, -1.562, 4.282], [-0.792, -1.517, 2.866], [-1.548, -2.459, 2.137], [-2.263, -3.443, 2.778], [-0.084, -0.552, 2.201], [0.948, 0.085, 2.904], [1.091, 1.468, 2.794], [2.051, 2.131, 3.536], [2.912, 1.420, 4.364], [2.812, 0.036, 4.436], [1.837, -0.633, 3.717], [-2.861, -4.259, 4.676], [-1.648, -2.553, 5.993], [-0.368, -0.797, 4.866], [-1.525, -2.403, 1.064], [-2.809, -4.179, 2.204], [0.397, 2.009, 2.168], [2.130, 3.210, 3.478], [3.663, 1.941, 4.943], [3.493, -0.525, 5.061], [1.769, -1.712, 3.764], [-0.606, 2.942, -1.114], [0.437, 3.434, -0.081], [-0.241, 5.047, 0.363], [-1.475, 4.929, 1.207], [-2.718, 5.227, 0.662], [-3.862, 5.138, 1.441], [-3.772, 4.739, 2.766], [-2.531, 4.443, 3.318], [-1.388, 4.544, 2.543], [1.908, 3.983, -0.985], [1.708, 5.055, -2.009], [1.112, 4.770, -3.234], [0.955, 5.768, -4.184], [1.386, 7.059, -3.915], [1.971, 7.353, -2.691], [2.133, 6.355, -1.744], [-0.423, 5.587, -0.567], [0.579, 5.538, 0.895], [-2.787, 5.548, -0.371], [-4.825, 5.390, 1.016], [-4.663, 4.677, 3.375], [-2.455, 4.155, 4.358], [-0.419, 4.349, 2.988], [2.326, 3.058, -1.376], [2.566, 4.321, -0.179], [0.755, 3.766, -3.437], [0.500, 5.538, -5.138], [1.271, 7.835, -4.661], [2.310, 8.358, -2.478], [2.611, 6.586, -0.798]], "mulliken_spin": [0.016, 0.000, 0.001, 0.005, -0.001, -0.008, 0.000, 0.000, 0.000, -0.001, -0.001, -0.002, 0.001, 0.001, -0.001, 0.001, 0.000, 0.004, -0.003, 0.000, -0.001, 0.000, -0.001, 0.000, 0.000, 0.000, 0.001, -0.001, 0.000, 0.000, 0.000, -0.002, 0.000, 0.000, 0.000, 0.000, 0.000, 0.000, 0.000, 0.000, 0.000, 0.000, 0.000, 0.000, 0.000, 0.000, 0.000, 0.000, 0.000, 0.000, 0.000, -0.001, 0.000, 0.181, -0.068, 0.176, 0.060, 0.054, -0.062, 0.462, -0.051, 0.070, -0.033, 0.076, -0.039, 0.100, 0.005, 0.001, 0.008, 0.048, 0.001, -0.005, 0.003, 0.004, 0.001, -0.001, 0.003, 0.000, 0.000, 0.000, 0.000, 0.000, 0.000, 0.000, 0.000, -0.001, 0.000, 0.001, -0.001, 0.000, 0.000, 0.000, 0.000, 0.000, 0.000, 0.000, 0.000, 0.000, 0.001, 0.000, 0.000, 0.000, 0.000, 0.000, 0.000, 0.000]}


(2)
{"formula": "C5H16N2O3", "method": "the ωB97M-V functional and the def2-TZVPD basis", "max_force_ev_per_a": 2.5, "energy_ha": -535.32258, "multiplicity": 1, "lumo_energy_ha": 0.0260, "total_charge": 0, "species": ["C", "N", "C", "C", "C", "N", "C", "O", "H", "H", "H", "H", "H", "H", "H", "H", "H", "H", "H", "H", "H", "H", "O", "H", "H", "O"], "positions_angstrom": [[1.133, 0.836, -0.929], [-0.285, 0.929, -0.690], [-1.024, 2.030, -1.360], [-2.557, 1.703, -1.301], [1.505, -0.619, -1.262], [1.246, -1.546, -0.148], [1.471, -1.181, 1.140], [0.807, -1.639, 2.052], [1.484, 1.420, -1.783], [1.739, 1.179, -0.087], [-0.516, 0.985, 0.284], [-0.989, 2.864, -0.657], [-0.651, 2.249, -2.351], [-3.088, 2.575, -0.925], [-2.678, 0.926, -0.553], [-2.969, 1.463, -2.272], [2.537, -0.667, -1.625], [0.859, -0.917, -2.083], [0.519, -2.201, -0.392], [2.350, -0.529, 1.231], [-0.574, 0.739, 2.934], [0.874, 0.406, 3.112], [0.284, 0.966, 2.625], [-1.451, -0.943, -0.739], [-1.990, -1.718, 0.451], [-1.811, -1.814, -0.490]], "nbo_charge": [-0.234, -0.680, -0.213, -0.613, -0.221, -0.628, 0.534, -0.633, 0.198, 0.188, 0.384, 0.172, 0.198, 0.204, 0.207, 0.214, 0.187, 0.208, 0.423, 0.113, 0.470, 0.485, -0.952, 0.486, 0.470, -0.966]}


(3)
{"formula": "C2H7NO2", "method": "the ωB97M-V functional and the def2-TZVPD basis", "max_force_ev_per_a": 0.7, "energy_ha": -285.65918, "multiplicity": 1, "lumo_energy_ha": 0.0176, "total_charge": 0, "species": ["C", "C", "N", "O", "H", "H", "H", "H", "H", "H", "H", "O"], "positions_angstrom": [[0.480, 1.335, 0.219], [-0.852, 0.877, 0.765], [-1.039, -0.472, 0.844], [-1.700, 1.657, 1.146], [1.295, 0.638, 0.407], [0.363, 1.517, -0.856], [0.710, 2.292, 0.696], [-0.528, -1.088, 0.230], [-1.936, -0.686, 1.262], [1.282, -1.289, -1.772], [1.246, -2.768, -1.375], [0.681, -2.012, -1.566]], "nbo_charge": [-0.723, 0.672, -0.843, -0.619, 0.213, 0.231, 0.245, 0.415, 0.402, 0.475, 0.477, -0.946]}


(4)
{"formula": "C4H4ClNS", "method": "the ωB97M-V functional and the def2-TZVPD basis", "max_force_ev_per_a": 1.2, "energy_ha": -1067.94621, "multiplicity": 1, "lumo_energy_ha": 0.0034, "total_charge": 0, "species": ["C", "C", "C", "C", "H", "H", "H", "H", "N", "S", "Cl"], "positions_angstrom": [[0.586, 0.226, -0.410], [0.374, 1.237, -1.265], [-1.072, 1.645, -1.192], [-0.678, -0.102, 0.311], [1.088, 1.689, -1.912], [-1.173, 2.707, -0.876], [-1.550, 1.535, -2.164], [-2.573, 0.729, 0.142], [-1.597, 0.756, -0.197], [-0.925, -1.259, 1.462], [2.055, -0.579, -0.110]], "nbo_charge": [-0.114, -0.168, -0.251, 0.060, 0.232, 0.219, 0.220, 0.428, -0.564, -0.136, 0.073]}